P | Molecular formula: C3H7N2O3
Method: DFT, wB97M-V/def2-TZVPD

Structure (XYZ):
```
15
Properties=species:S:1:pos:R:3:mulliken_charge:R:1
C 0.561 -1.197 0.711 -1.07
C 0.072 -0.245 -0.370 0.21
O 1.027 0.842 -0.719 -0.54
C -1.271 0.587 -0.035 0.24
N -1.419 1.813 0.054 -0.11
N -2.566 -0.215 -0.164 0.96
O -2.559 -1.146 -0.920 -0.46
O -3.486 0.258 0.436 -0.54
H 0.721 -0.738 1.709 0.32
H -0.177 -1.978 0.857 0.38
H 1.524 -1.431 0.318 0.33
H -0.349 -0.843 -1.226 0.37
H 1.885 0.470 -1.028 0.35
H -0.652 2.539 0.085 0.33
H -2.330 2.092 0.155 0.23
```

Properties
**Net charge**: +1
**SMILES string**: C[C@H](O)C(=[NH2+])[N+](=O)[O-]
**Frontier orbital gap**: 9.63 eV
**E_LUMO**: -6.28 eV
**Multiplicity**: 1


Q | Molecular formula: C3H7N2O3
Method: DFT, wB97M-V/def2-TZVPD

Structure (XYZ):
```
15
Properties=species:S:1:pos:R:3:mulliken_charge:R:1
C -2.017 0.204 0.473 0.09
C -1.016 0.667 -0.255 -0.48
C 3.235 0.323 -0.301 0.47
N 4.392 0.331 -0.088 -0.06
N -0.247 -0.331 -1.090 -0.31
O 2.103 0.364 -0.575 -0.55
O -2.441 -1.011 0.374 -0.47
O 5.331 0.799 0.757 -0.26
H -2.634 0.903 1.092 0.33
H -0.816 1.732 -0.368 0.36
H -0.088 0.255 -1.992 0.39
H -0.674 -1.210 -1.316 0.36
H 0.751 -0.489 -0.665 0.37
H -2.865 -1.239 1.230 0.39
H 6.117 0.382 0.614 0.35
```

Properties
**Net charge**: +1
**Frontier orbital gap**: 10.61 eV
**E_LUMO**: -3.11 eV
**Multiplicity**: 1


Which structure is most stable? Q, by 27.7 kcal/mol over the runner-up.


P | Molecular formula: C4H6BiO2
Method: DFT, wB97M-V/def2-TZVPD

Structure (XYZ):
```
13
Properties=species:S:1:pos:R:3:lowdin_spin:R:1
O 0.752 2.771 -0.732 0.08
C 0.434 1.565 -1.175 0.20
C -0.384 0.671 -0.521 0.17
C -0.950 -0.522 -1.061 0.33
C -1.443 -1.707 -0.244 0.04
O -0.621 -1.980 0.859 0.04
Bi 0.942 -0.953 0.736 0.09
H 1.337 2.743 0.038 0.01
H 1.015 1.270 -2.054 0.01
H -0.684 -0.745 -2.103 0.02
H -1.673 0.668 -0.311 0.01
H -1.516 -2.585 -0.912 0.00
H -2.465 -1.473 0.110 0.01
```

Properties
**Net charge**: +2
**Frontier orbital gap (spin up / spin down)**: 5.56 / 7.67 eV
**E_LUMO (spin up / spin down)**: -12.21 / -12.04 eV
**Multiplicity**: 2


Q | Molecular formula: C4H6BiO2
Method: DFT, wB97M-V/def2-TZVPD

Structure (XYZ):
```
13
Properties=species:S:1:pos:R:3:lowdin_spin:R:1
O -2.993 0.966 -0.742 0.02
C -2.173 1.808 -0.263 0.20
H -3.913 1.278 -0.825 0.01
H -2.655 2.765 0.011 0.01
C -0.060 -1.253 0.331 0.13
C 1.232 -1.467 0.102 0.04
C 2.344 -0.476 0.313 0.05
O 1.810 0.749 -0.030 0.18
Bi -0.033 1.228 0.082 0.32
H 1.536 -2.470 -0.241 0.01
H -0.991 -1.817 0.315 0.01
H 3.155 -0.737 -0.394 0.02
H 2.741 -0.573 1.341 0.00
```

Properties
**Net charge**: +2
**Frontier orbital gap (spin up / spin down)**: 6.80 / 6.04 eV
**E_LUMO (spin up / spin down)**: -11.79 / -12.39 eV
**Multiplicity**: 2


Which structure is most stable? P, by 14.8 kcal/mol over the runner-up.


P | Molecular formula: C4H4S2
Method: DFT, wB97M-V/def2-TZVPD

Structure (XYZ):
```
10
Properties=species:S:1:pos:R:3:mulliken_charge:R:1
C 2.140 -0.297 0.691 0.23
C 1.292 0.278 0.053 -0.54
C -1.413 -1.275 -0.404 -0.24
C 0.384 1.015 -0.709 -0.40
S -2.550 -0.409 0.368 -0.15
S -0.878 1.713 -0.024 -0.20
H 2.942 -0.889 0.987 0.47
H -1.713 -2.370 -0.551 0.22
H 0.384 0.979 -1.722 0.40
H -0.589 1.254 1.312 0.22
```

Properties
**Net charge**: 0
**Frontier orbital gap (spin up / spin down)**: 7.10 / 6.51 eV
**E_LUMO (spin up / spin down)**: -0.46 / -0.71 eV
**Multiplicity**: 1


Q | Molecular formula: C4H4S2
Method: DFT, wB97M-V/def2-TZVPD

Structure (XYZ):
```
10
Properties=species:S:1:pos:R:3:mulliken_charge:R:1
C 0.124 -1.813 -0.039 -0.36
C -1.519 0.330 0.109 0.01
C 0.898 0.724 -0.308 -0.51
C -0.406 0.982 0.334 0.00
S 1.526 -1.015 0.072 0.01
S -2.994 -0.136 -0.079 -0.33
H 0.272 -2.885 0.105 0.25
H 1.668 1.411 0.029 0.38
H 0.848 0.740 -1.395 0.28
H -0.418 1.661 1.173 0.28
```

Properties
**Net charge**: 0
**Frontier orbital gap**: 8.01 eV
**E_LUMO**: -0.11 eV
**Multiplicity**: 1


R | Molecular formula: C4H4S2
Method: DFT, wB97M-V/def2-TZVPD

Structure (XYZ):
```
10
Properties=species:S:1:pos:R:3:mulliken_charge:R:1
C 0.365 0.766 0.771 -0.68
C -0.799 -0.248 0.302 -0.44
C -0.272 -0.714 -0.992 0.49
C 0.904 -0.266 -1.434 -0.37
S 1.901 0.583 -0.235 -0.10
S 0.045 -2.010 -2.069 -0.19
H 0.081 1.769 0.429 0.33
H 0.466 0.721 1.798 0.46
H -1.673 0.415 0.465 0.22
H -1.017 -1.017 0.965 0.29
```

Properties
**Net charge**: 0
**SMILES string**: C1CC2=C(S1)S2
**Frontier orbital gap (spin up / spin down)**: 6.99 / 6.99 eV
**E_LUMO (spin up / spin down)**: -0.76 / -0.76 eV
**Multiplicity**: 1


Which structure is most stable? R, by 1.4 kcal/mol over the runner-up.


P | Molecular formula: C9H14S
Method: DFT, wB97M-V/def2-TZVPD

Structure (XYZ):
```
24
Properties=species:S:1:pos:R:3:mulliken_charge:R:1
C -1.383 0.929 2.518 -1.52
C -0.127 0.334 1.950 0.71
C -0.208 -0.944 1.349 -0.49
C 0.922 -1.629 0.985 -0.33
C 2.160 -1.035 1.136 -0.36
C 2.309 0.161 1.831 -0.52
C 1.151 0.858 2.233 -0.43
H -2.244 0.668 1.989 0.35
H -1.400 1.947 2.808 0.39
H -1.335 0.315 3.545 0.29
H -1.097 -1.388 1.193 0.52
H 0.734 -2.701 0.720 0.29
H 3.053 -1.585 0.654 0.24
H 3.282 0.439 2.028 0.49
H 1.288 1.760 2.821 0.36
C 0.231 0.966 -1.900 -0.57
S -0.677 -0.186 -2.979 -0.10
C -2.448 0.196 -2.659 -0.71
H -0.226 0.804 -0.841 -0.04
H 1.314 0.805 -2.050 0.27
H 0.115 1.980 -2.137 0.41
H -3.050 0.033 -3.593 0.30
H -2.534 1.313 -2.324 0.22
H -2.716 -0.428 -1.814 0.22
```

Properties
**Net charge**: 0
**SMILES string**: Cc1ccccc1.CSC
**Frontier orbital gap**: 9.08 eV
**E_LUMO**: 0.83 eV
**Multiplicity**: 1


Q | Molecular formula: C9H14S
Method: DFT, wB97M-V/def2-TZVPD

Structure (XYZ):
```
24
Properties=species:S:1:pos:R:3:mulliken_charge:R:1
C -0.274 -1.271 -2.033 -1.36
C 0.466 -1.376 -0.734 0.92
C 1.288 -0.295 -0.389 -0.34
C 1.916 -0.272 0.850 -0.51
C 1.816 -1.349 1.715 -0.49
C 1.029 -2.460 1.350 -0.48
C 0.435 -2.480 0.097 -0.49
H -1.039 -0.496 -1.937 0.19
H -0.824 -2.114 -2.462 0.38
H 0.423 -1.030 -2.843 0.33
H 1.394 0.603 -0.987 0.40
H 2.766 0.379 1.048 0.34
H 2.299 -1.392 2.682 0.39
H 0.875 -3.178 2.142 0.38
H -0.023 -3.395 -0.248 0.37
C -2.071 2.638 -0.886 -0.67
S -1.917 3.177 0.847 -0.10
C -0.705 1.925 1.330 -0.69
H -2.278 3.390 -1.644 0.38
H -1.200 2.083 -1.220 0.04
H -2.946 2.007 -1.066 0.27
H -1.170 0.940 1.407 0.30
H -0.370 2.105 2.354 0.35
H 0.108 1.861 0.626 0.08
```

Properties
**Net charge**: 0
**SMILES string**: Cc1ccccc1.CSC
**Frontier orbital gap**: 9.31 eV
**E_LUMO**: 0.90 eV
**Multiplicity**: 1


R | Molecular formula: C9H14S
Method: DFT, wB97M-V/def2-TZVPD

Structure (XYZ):
```
24
Properties=species:S:1:pos:R:3:mulliken_charge:R:1
C 1.256 2.345 0.476 -1.37
C 0.061 1.614 1.025 0.86
C -0.059 1.327 2.367 -0.53
C -1.153 0.618 2.874 -0.44
C -2.197 0.280 2.034 -0.59
C -2.049 0.517 0.665 -0.31
C -0.997 1.265 0.173 -0.39
H 1.025 3.402 0.373 0.32
H 1.639 1.945 -0.464 0.28
H 2.094 2.260 1.163 0.38
H 0.774 1.446 3.054 0.28
H -1.192 0.365 3.922 0.38
H -3.127 -0.174 2.331 0.38
H -2.922 0.288 0.063 0.41
H -1.025 1.650 -0.838 0.35
C -0.699 -1.744 -1.557 -0.60
C 0.741 -2.104 -1.241 -0.51
S 1.950 -1.634 -2.493 -0.21
H -0.786 -1.441 -2.597 0.36
H -1.056 -0.874 -1.003 -0.10
H -1.418 -2.535 -1.341 0.34
H 1.073 -1.671 -0.304 0.33
H 0.883 -3.186 -1.205 0.32
H 1.794 -0.310 -2.474 0.06
```

Properties
**Net charge**: 0
**SMILES string**: Cc1ccccc1.CCS
**Frontier orbital gap**: 9.79 eV
**E_LUMO**: 0.87 eV
**Multiplicity**: 1


S | Molecular formula: C9H14S
Method: DFT, wB97M-V/def2-TZVPD

Structure (XYZ):
```
24
Properties=species:S:1:pos:R:3:mulliken_charge:R:1
C 3.091 0.864 -1.013 -1.25
C 2.060 -0.068 -0.551 0.81
C 1.571 -1.028 -1.461 -0.24
C 0.487 -1.889 -1.228 -0.63
C 0.022 -1.953 0.050 -0.22
C 0.520 -1.110 1.016 -0.63
C 1.571 -0.302 0.764 -0.39
H 4.043 0.914 -0.491 0.31
H 2.779 1.931 -1.084 0.27
H 3.272 0.708 -2.096 0.32
H 2.077 -1.154 -2.471 0.18
H -0.075 -2.375 -2.031 0.35
H -0.750 -2.703 0.177 0.36
H 0.108 -1.272 2.042 0.38
H 2.051 0.365 1.467 0.37
C -2.978 0.091 1.371 -0.74
C -2.250 1.277 0.624 -0.18
S -2.415 1.853 -1.022 -0.25
H -3.630 -0.463 0.788 0.32
H -3.616 0.410 2.262 0.27
H -2.188 -0.521 1.650 0.12
H -2.358 2.193 1.314 0.29
H -1.197 1.084 0.826 0.09
H -2.197 3.148 -0.905 0.11
```

Properties
**Net charge**: 0
**SMILES string**: Cc1ccccc1.CCS
**Frontier orbital gap**: 9.50 eV
**E_LUMO**: 0.82 eV
**Multiplicity**: 1


Which structure is most stable? R, by 7.9 kcal/mol over the runner-up.


P | Molecular formula: H4NO2SSi
Method: DFT, wB97M-V/def2-TZVPD

Structure (XYZ):
```
9
Properties=species:S:1:pos:R:3:mulliken_charge:R:1
N 0.249 0.414 0.116 -0.21
O 0.766 -1.398 1.832 -0.61
O 2.406 -0.170 0.304 -0.56
Si -1.231 0.254 -0.576 0.06
S 1.071 -0.023 1.388 0.41
H 2.078 0.534 -0.317 0.40
H -1.073 0.636 -1.986 -0.17
H -1.901 -1.192 -0.751 -0.13
H -2.366 0.944 -0.010 -0.19
```

Properties
**Net charge**: -1
**Frontier orbital gap**: 8.09 eV
**E_LUMO**: 3.97 eV
**Multiplicity**: 1


Q | Molecular formula: H4NO2SSi
Method: DFT, wB97M-V/def2-TZVPD

Structure (XYZ):
```
9
Properties=species:S:1:pos:R:3:mulliken_charge:R:1
N 1.167 0.371 -0.022 -0.30
O 3.179 -1.293 -0.047 -0.58
O 3.147 1.302 -0.575 -0.55
Si -0.356 -0.323 0.016 0.10
S 2.699 0.012 0.411 0.37
H 2.248 1.466 -0.770 0.46
H -1.170 0.738 -0.315 -0.18
H -0.839 -1.569 -0.924 -0.14
H -0.648 -1.000 1.224 -0.19
```

Properties
**Net charge**: -1
**Frontier orbital gap**: 8.05 eV
**E_LUMO**: 4.07 eV
**Multiplicity**: 1


R | Molecular formula: H4NO2SSi
Method: DFT, wB97M-V/def2-TZVPD

Structure (XYZ):
```
9
Properties=species:S:1:pos:R:3:mulliken_charge:R:1
N -1.136 -0.764 0.613 -0.35
O -1.985 1.430 0.076 -0.56
O -3.277 -0.552 -0.793 -0.63
Si 0.015 0.348 -0.036 0.33
S -2.576 0.061 0.362 0.41
H -1.135 -1.723 0.212 0.26
H 0.083 1.344 0.944 -0.16
H 1.376 -0.553 0.061 -0.22
H -0.291 1.024 -1.430 -0.10
```

Properties
**Net charge**: -1
**Frontier orbital gap**: 7.58 eV
**E_LUMO**: 4.03 eV
**Multiplicity**: 1


S | Molecular formula: H4NO2SSi
Method: DFT, wB97M-V/def2-TZVPD

Structure (XYZ):
```
9
Properties=species:S:1:pos:R:3:mulliken_charge:R:1
N 1.063 -1.260 0.793 -0.65
O 0.069 0.717 -1.120 -0.48
O 2.541 0.687 0.350 -0.59
Si -1.338 0.354 -0.479 0.47
S 1.636 -0.293 -0.297 0.61
H 1.425 -1.145 1.762 0.21
H -1.731 -0.994 -0.588 -0.19
H -1.446 0.801 0.981 -0.16
H -2.219 1.133 -1.401 -0.22
```

Properties
**Net charge**: -1
**Frontier orbital gap**: 8.23 eV
**E_LUMO**: 4.02 eV
**Multiplicity**: 1


Which structure is most stable? R, by 2.8 kcal/mol over the runner-up.